No. 1
Computed, not measured: C27H52Cl3GeN6SSb2V as an isolated structure, with ωB97M-V/def2-TZVPD.

LUMO energy (spin up / spin down) (eV): -6.858 / -5.922
Total charge: +2
Frontier orbital gap (spin up / spin down) (eV): 6.72 / 7.65
<S²>: 2.0350
Max |F| (eV/Å): 0.6
Relative energy (zero: lowest compared OMol25 entry of this formula, charge and spin) (kJ/mol): 0.0
Spin multiplicity: 3

The geometry in XYZ format:
```
93
Properties=species:S:1:pos:R:3:forces:R:3
Sb -0.092 2.776 0.026 0.05 0.10 0.02
Sb -2.914 0.143 -0.311 -0.17 0.01 -0.09
Ge -0.023 -2.014 -3.498 -0.16 0.05 0.07
V -0.141 0.015 -0.369 0.49 -0.30 0.13
Cl -0.453 -2.293 -1.012 -0.05 -0.11 -0.07
Cl -2.017 -2.415 -4.205 0.15 0.05 0.08
Cl -0.243 0.502 -2.669 -0.10 0.02 -0.34
S 0.061 -0.212 1.943 -0.04 -0.04 0.31
N 4.326 -0.623 0.583 -0.01 0.00 0.02
N -1.316 -2.365 2.842 0.05 0.04 -0.06
N 4.209 1.201 -0.993 0.00 0.03 0.02
N 2.176 -0.097 -0.495 0.04 0.01 -0.02
N -1.949 -0.330 3.661 0.02 -0.03 0.05
N 4.052 -1.076 -1.765 -0.04 -0.01 0.01
C 0.881 3.954 -1.443 0.02 0.08 -0.05
C -0.357 -3.357 2.332 -0.10 0.03 0.04
C -1.839 3.996 0.224 0.00 0.10 0.00
C 0.881 3.365 1.814 0.01 0.05 0.09
C -2.666 4.309 2.557 -0.03 0.04 0.02
C 4.817 0.716 0.250 0.02 0.00 -0.02
C -3.561 4.076 3.589 -0.02 0.06 -0.05
C 0.409 -4.054 3.452 0.02 0.01 0.00
C -1.183 -1.048 2.858 0.15 0.08 -0.04
C -1.454 -4.500 5.212 -0.08 0.07 -0.02
C -4.030 -0.990 1.089 -0.06 -0.08 0.03
C 2.622 -1.027 -1.602 0.03 0.03 0.00
C -4.592 3.164 3.409 -0.04 0.02 0.00
C 2.779 1.244 -0.828 -0.02 -0.04 0.01
C 4.660 -1.533 -0.514 -0.02 0.02 -0.01
C -2.778 3.645 1.335 -0.01 0.00 -0.01
C -1.856 1.115 3.926 -0.02 -0.03 -0.04
C -3.862 -0.506 -2.084 -0.07 -0.04 -0.01
C -1.776 0.692 6.452 -0.02 -0.08 0.04
C -4.706 2.489 2.204 -0.02 0.03 0.03
C -0.373 -5.067 4.292 0.00 -0.04 -0.02
C 2.896 -0.574 0.750 -0.03 -0.01 -0.03
C -2.462 1.410 5.290 0.03 0.02 0.01
C -3.810 2.714 1.159 0.01 -0.02 -0.01
C 4.542 0.269 -2.073 0.01 -0.02 0.01
C -3.998 1.982 -0.131 -0.11 0.04 -0.06
C -0.286 0.992 6.555 0.06 0.03 -0.01
H -3.532 1.181 5.270 0.02 -0.02 0.01
H -1.925 -0.393 6.387 -0.01 0.02 -0.02
H -2.280 0.989 7.373 0.03 0.02 0.00
H 1.680 2.676 2.081 0.00 0.00 -0.01
H -5.317 2.995 4.195 0.01 0.01 -0.02
H -2.398 -4.297 4.693 0.04 0.04 -0.05
H 2.247 -2.021 -1.369 -0.02 -0.05 0.01
H 0.660 3.573 -2.438 0.00 0.00 0.00
H -0.910 -4.071 1.720 0.00 -0.03 0.02
H -0.104 2.069 6.583 -0.01 -0.02 0.01
H -1.892 5.058 2.684 -0.01 -0.02 -0.01
H 2.513 -1.565 0.996 0.00 -0.01 0.01
H 2.657 0.113 1.562 -0.01 0.01 0.02
H 0.277 0.582 5.712 -0.02 0.00 0.01
H -5.033 -1.111 0.681 0.00 0.00 0.02
H 5.624 0.240 -2.200 -0.01 0.00 0.00
H -3.471 4.627 4.517 -0.01 0.00 -0.03
H -3.829 -1.591 -2.148 0.02 0.01 0.00
H -0.803 1.391 3.907 0.01 0.02 0.00
H 0.140 3.366 2.614 0.01 0.00 -0.01
H 4.089 0.614 -3.005 0.01 0.01 0.01
H 1.958 3.953 -1.285 0.00 0.00 0.01
H 0.351 -5.604 4.906 0.03 0.03 0.01
H -2.326 4.031 -0.750 0.00 -0.02 -0.01
H -1.402 4.982 0.396 -0.04 0.01 0.00
H 0.140 0.564 7.462 -0.02 0.00 -0.01
H -2.391 2.490 5.439 0.01 -0.06 0.01
H -4.086 -0.462 2.039 0.00 0.01 0.00
H 0.512 4.976 -1.357 0.01 -0.01 -0.02
H 5.899 0.684 0.129 -0.02 -0.01 0.01
H -1.122 -3.584 5.712 0.02 -0.02 0.00
H -0.811 -5.821 3.632 0.01 0.01 -0.01
H -2.554 -0.843 4.290 -0.04 0.01 0.01
H -5.533 1.802 2.053 0.02 0.01 0.00
H 4.293 -2.535 -0.278 0.02 0.02 -0.01
H 2.179 -0.660 -2.526 -0.02 0.00 -0.03
H -5.037 1.664 -0.240 0.01 0.02 0.00
H -4.899 -0.176 -2.036 0.00 -0.01 -0.01
H -3.584 -1.973 1.233 0.01 0.00 -0.01
H -1.713 -5.215 5.992 0.03 0.00 -0.01
H -2.373 1.666 3.139 0.02 -0.05 0.04
H -1.996 -2.740 3.486 -0.14 -0.11 0.13
H 2.308 1.601 -1.746 0.00 0.00 -0.02
H 0.858 -3.290 4.097 -0.02 -0.01 0.01
H 0.321 -2.821 1.681 0.12 0.02 -0.12
H 5.742 -1.575 -0.632 -0.01 0.00 0.00
H 2.548 1.921 -0.003 0.02 0.02 0.01
H 1.288 4.369 1.697 -0.01 -0.01 0.00
H -3.380 -0.079 -2.959 0.01 0.01 0.00
H -3.757 2.580 -1.009 0.01 0.01 0.03
H 1.244 -4.576 2.978 -0.02 0.00 -0.01
H 4.579 1.404 1.065 -0.01 -0.01 -0.02
```
Positions in Å, forces in eV/Å.


No. 2
Computed, not measured: a 9-piece molecular cluster, C27H52Cl8O15 overall in a non-equilibrium geometry, with ωB97M-V/def2-TZVPD.

LUMO energy (eV): 0.079
Total charge: 0
Frontier orbital gap (eV): 10.22
Max |F| (eV/Å): 2.6
SMILES: CCOC(=O)OC.CCOC(=O)OC.CCOC(=O)OC.CCOC(=O)OC.O=C1OCCO1.ClCCCl.ClCCCl.ClCCCl.ClCCCl
Relative energy (zero: lowest compared OMol25 entry of this formula, charge and spin) (kJ/mol): 0.0

The geometry in XYZ format:
```
102
Properties=species:S:1:pos:R:3:forces:R:3
Cl 2.023 4.981 3.700 0.20 0.32 0.48
Cl -1.522 4.200 -3.771 0.42 0.25 -0.72
Cl 1.564 -1.771 5.103 -0.31 -0.13 0.27
Cl 0.475 2.949 6.026 0.56 -0.20 -0.37
Cl -1.596 -1.194 3.968 0.35 -0.22 0.30
Cl -3.601 5.487 -1.642 -0.21 0.02 0.17
Cl 0.332 3.869 0.826 -0.20 -0.33 0.04
Cl -0.540 0.341 1.083 0.30 0.56 0.00
O -0.558 0.511 -4.528 0.18 0.09 0.32
O -5.752 -1.718 2.392 -0.77 0.25 0.24
O 2.079 1.110 -2.737 0.07 0.19 -0.67
O -5.033 -0.285 3.964 -1.04 1.27 1.04
O -3.613 -2.519 -0.127 -0.58 0.04 -0.12
O -2.117 -0.360 -3.261 -0.97 -1.06 -0.12
O -4.628 -3.464 -1.771 -0.13 0.58 -0.44
O -4.579 0.086 1.861 -0.99 1.28 -0.82
O 4.099 0.681 1.073 -0.18 0.26 0.25
O 2.602 -0.677 -3.805 0.52 0.55 -0.47
O 2.294 -0.807 -1.580 0.18 0.06 0.04
O -3.241 -4.704 -0.497 0.47 -0.32 -0.17
O -2.106 -0.904 -5.399 -0.06 0.00 -0.87
O 3.759 -1.534 0.770 0.61 -0.74 -0.35
O 5.457 -0.635 -0.138 0.72 -0.58 -0.09
C 1.761 1.851 -1.598 -0.78 1.92 1.33
C 3.901 -2.834 -3.457 0.27 1.53 0.51
C 2.665 -2.081 -3.935 -0.79 -1.88 0.09
C -3.758 -3.662 -0.798 -0.32 -0.11 0.91
C -1.119 -1.554 5.652 -0.42 0.12 0.84
C -2.105 4.679 -1.157 0.30 -0.54 0.04
C 2.583 4.532 5.331 0.93 -0.29 0.56
C -1.692 3.593 -2.139 -0.52 0.31 0.46
C -5.276 -0.674 2.712 1.67 -1.91 -0.63
C 4.409 -0.393 0.622 -0.73 0.04 0.03
C 2.550 -1.583 1.471 -1.03 0.99 1.08
C 6.294 0.471 -0.478 -0.58 0.54 -0.99
C -0.274 2.867 2.200 0.27 0.60 0.39
C 7.385 -0.064 -1.369 0.67 -1.27 0.66
C -4.811 -4.493 -2.743 -0.20 -0.49 -0.38
C 1.204 1.730 -5.661 -0.01 0.19 -0.78
C -3.983 1.179 2.576 0.67 -0.85 -0.06
C 0.043 0.744 -5.792 0.89 0.17 -0.59
C -1.364 -0.326 -2.089 0.99 1.68 1.56
C -4.711 1.135 3.931 1.06 -0.95 -0.51
C -5.581 -5.684 -2.203 0.48 0.12 1.08
C -1.610 -0.303 -4.503 0.24 0.08 1.24
C 0.057 -2.471 5.826 0.44 -0.05 -1.17
C 2.257 3.085 5.608 -0.90 0.21 0.32
C -2.865 -2.549 1.099 0.72 0.52 -1.41
C 2.357 -0.176 -2.605 -0.76 -0.57 0.59
C 0.311 1.486 2.200 -0.28 -0.18 -0.12
H -0.704 1.121 -6.493 -0.10 -0.10 0.16
H -1.342 5.436 -1.000 0.02 0.03 -0.29
H -5.067 -6.065 -1.318 0.26 -0.17 -0.26
H 6.684 0.972 0.408 -0.06 -0.11 0.05
H 0.889 1.591 -0.988 0.40 -1.40 -0.14
H 3.949 -3.745 -4.045 0.31 -0.19 0.28
H -1.958 -2.064 6.128 -0.15 0.13 -0.14
H -4.012 1.295 4.746 -0.19 0.27 0.13
H 2.278 -2.615 1.671 0.27 -0.07 -0.21
H -3.397 -2.979 1.940 -0.11 -0.12 -0.12
H 0.268 -2.697 6.866 -0.12 0.17 0.08
H 1.098 2.458 -4.861 -0.15 -0.12 0.10
H 2.486 -2.328 -4.981 0.24 0.61 -0.16
H 4.794 -2.209 -3.568 0.07 -0.23 -0.64
H 2.175 1.243 -5.606 -0.12 -0.15 0.46
H 2.615 2.062 -0.955 0.09 -0.42 0.02
H -0.752 3.180 -1.793 0.07 -0.18 -0.11
H 0.459 -0.187 -6.188 -0.38 -0.09 0.01
H 2.620 -1.052 2.428 0.26 -0.19 0.01
H -1.400 0.688 -1.666 0.18 0.14 -0.32
H -2.953 0.817 2.648 0.12 0.60 0.56
H -3.966 2.082 1.971 -0.55 0.08 0.14
H -5.364 -4.028 -3.557 -0.01 0.21 0.12
H -0.969 -0.609 6.170 0.06 0.06 -0.16
H -0.141 -3.394 5.282 0.18 -0.05 0.09
H 8.190 0.639 -1.568 -0.25 0.24 -0.12
H 3.891 -2.971 -2.375 -0.35 -0.51 -0.09
H 7.846 -0.899 -0.826 0.17 0.18 0.10
H 2.761 2.686 6.483 0.17 0.15 -0.02
H -5.613 1.734 4.017 -0.03 0.05 -0.07
H -1.357 2.931 2.271 -0.02 -0.15 -0.36
H 1.364 1.589 1.939 0.02 -0.53 -0.16
H -0.301 -0.569 -2.155 -0.15 -0.24 -0.52
H -1.915 -3.031 0.860 -0.04 -0.29 0.55
H 0.133 3.412 3.048 -0.10 -0.23 0.19
H -3.850 -4.795 -3.162 0.11 -0.03 0.25
H 1.807 -2.546 -3.435 -0.06 0.37 0.19
H 1.364 2.832 -1.884 0.69 0.00 -0.86
H 1.250 2.288 -6.602 -0.10 0.12 0.07
H -2.223 4.167 -0.203 -0.39 0.21 0.07
H 5.646 1.160 -1.031 0.23 0.28 0.20
H 7.057 -0.568 -2.279 -0.38 0.56 -0.16
H 2.250 5.195 6.128 -0.73 0.06 -0.37
H -2.461 2.825 -2.204 0.09 -0.09 0.24
H 1.726 -1.080 0.961 0.27 -0.20 -0.47
H -2.663 -1.487 1.210 -0.04 -0.06 0.64
H 2.473 2.474 4.736 -0.17 -0.13 0.05
H 3.667 4.648 5.415 0.05 -0.11 -0.66
H -5.625 -6.485 -2.938 -0.32 0.07 -0.07
H -1.775 -0.882 -1.244 -0.53 -0.71 -0.77
H -6.546 -5.394 -1.784 -0.27 0.02 -0.63
H 0.191 1.002 3.168 0.11 0.21 0.14
```
Positions in Å, forces in eV/Å.


No. 3
Computed, not measured: a 3-piece molecular cluster, C27H53BrIN4O10PS2 overall in a non-equilibrium geometry, with ωB97M-V/def2-TZVPD.

LUMO energy (eV): -0.332
Total charge: 0
Frontier orbital gap (eV): 8.92
Max |F| (eV/Å): 6.9
SMILES: CCCO[C@@]1(Br)[C@H]([PH2]=O)OS(=O)(=O)[C@](C[C@@H](O)CN)(S(C)(=O)=O)[C@@]1(C[C@H](C)I)c1cccnc1.COC[C@@H](C)N.COC[C@@H](C)N

The geometry in XYZ format:
```
99
Properties=species:S:1:pos:R:3:forces:R:3
I -5.103 1.046 4.497 0.08 -0.37 -0.14
Br -2.800 -1.390 5.858 0.27 0.36 -0.22
S -0.181 0.387 1.706 2.50 6.43 0.25
S 0.317 -0.824 4.319 3.42 4.92 1.56
P -0.945 -3.877 6.622 3.69 -1.40 0.35
O -0.759 1.586 2.329 -1.53 -2.29 -0.30
O -3.289 -3.266 4.081 1.62 -0.46 -0.85
O 3.203 5.395 -6.528 -0.18 0.22 -0.01
O 0.273 -2.238 5.103 -1.07 0.52 -1.57
O 1.711 -0.426 4.253 -0.82 -2.46 -0.94
O 1.241 0.747 1.575 -0.77 -2.83 -0.51
O 2.488 -3.222 2.835 -0.44 0.39 -0.31
O -0.325 0.306 4.973 -1.78 -2.46 -0.67
O 0.411 -4.509 6.821 -1.22 0.40 -0.31
O 4.062 1.004 -1.659 -0.21 0.06 0.03
N 3.166 0.987 -4.421 -0.14 -0.16 0.16
N 2.285 5.380 -9.283 -0.11 -0.15 0.16
N -2.463 -4.848 0.625 -0.32 2.85 0.51
N 3.878 -2.179 0.276 -0.58 -0.66 0.00
C 1.976 -2.224 1.904 1.16 -1.46 -1.29
C -4.475 -0.574 3.111 -1.60 0.60 -0.45
C -3.421 -4.610 4.488 -2.26 -1.95 0.96
C 1.810 6.401 -8.343 0.46 -0.08 0.09
C -2.156 -3.985 1.604 0.20 1.41 1.00
C -0.422 -1.187 2.661 -0.40 -1.01 0.22
C -3.018 -1.924 0.501 0.10 -2.43 -0.64
C 5.075 1.972 -1.446 0.20 -0.22 -0.05
C 3.414 3.322 -3.775 -0.26 0.28 -0.12
C -5.398 -0.257 1.852 1.26 0.23 -0.21
C 1.934 5.923 -6.883 -0.20 -0.08 -0.03
C -2.946 -0.394 2.897 0.50 1.16 0.77
C 2.686 2.012 -3.486 0.53 -0.09 0.13
C 2.798 1.535 -2.024 -0.20 -0.01 -0.01
C 2.531 7.714 -8.636 -0.20 0.27 -0.09
C 2.491 -2.702 0.466 0.39 1.78 0.20
C -4.407 -4.667 5.731 0.79 1.07 0.32
C -0.827 -3.120 4.856 -1.86 -1.63 0.49
C 0.429 -2.272 1.900 -0.01 -0.14 0.62
C -2.407 -2.543 1.649 -0.19 -0.21 -0.83
C -5.767 -3.916 5.448 0.87 -0.55 0.24
C -0.792 0.353 -0.012 -0.55 -0.79 -0.99
C -1.976 -1.638 2.900 -0.65 -0.31 -1.38
C -3.375 -2.818 -0.593 1.23 0.13 2.62
C 4.212 6.367 -6.322 0.17 -0.26 -0.07
C -2.146 -2.497 4.269 -0.37 1.15 0.44
C -3.067 -4.189 -0.388 -1.19 -0.51 -2.69
H 2.088 0.713 -1.885 0.10 -0.06 0.00
H -0.124 0.997 -0.638 -0.13 -0.46 1.15
H 3.214 5.092 -8.981 -0.02 0.09 -0.10
H -1.814 0.795 -0.116 0.79 -0.61 0.50
H 4.489 3.195 -3.896 -0.02 -0.11 0.07
H -6.021 -4.080 4.375 -0.25 0.24 0.83
H 3.267 -3.616 2.411 -0.29 0.07 0.38
H -3.908 -4.092 6.558 -0.45 -0.67 -0.55
H 2.599 0.150 -4.312 -0.02 0.04 -0.11
H 1.723 4.541 -9.171 -0.03 0.05 -0.11
H 2.499 2.324 -1.321 0.10 0.10 -0.03
H -3.983 -5.166 3.684 0.74 0.74 0.32
H -6.376 0.175 2.143 0.61 -0.60 -0.18
H 4.305 -2.106 1.199 0.18 0.24 -0.44
H 4.684 2.875 -0.968 -0.03 0.00 -0.07
H 2.154 8.146 -9.566 0.01 -0.08 0.04
H -2.550 0.307 3.680 -0.30 -0.80 -0.62
H 3.047 3.755 -4.708 0.06 -0.07 0.04
H 2.489 -3.814 0.374 -0.28 0.78 0.09
H -5.517 -1.142 1.183 -0.03 0.53 0.59
H 5.566 2.220 -2.389 -0.01 0.21 0.06
H 0.102 -2.245 0.829 0.01 -0.28 1.05
H -4.857 0.534 1.263 -0.65 -0.55 0.39
H 4.695 6.619 -7.268 0.01 0.22 0.07
H 0.190 -3.261 2.370 0.09 0.78 -0.76
H -3.386 -4.854 -1.230 0.38 0.47 0.78
H 2.360 8.444 -7.840 0.04 -0.03 -0.02
H -6.546 -4.324 6.140 0.50 0.44 -0.80
H -1.876 -4.938 6.702 -0.59 0.88 -0.06
H -1.646 -4.390 2.509 -0.49 0.02 -0.97
H -2.858 0.255 1.986 0.23 -0.92 0.67
H -2.510 -5.224 4.674 -0.23 0.93 -0.19
H 4.977 5.929 -5.680 -0.11 -0.08 0.07
H -4.528 -5.710 6.102 -0.02 0.62 -0.54
H 3.821 7.268 -5.840 -0.02 0.01 -0.08
H -4.874 -1.493 3.574 0.78 0.44 -0.02
H 3.238 4.053 -2.980 0.05 -0.04 0.00
H 3.848 -1.258 -0.161 0.09 -0.20 0.36
H 3.605 7.589 -8.766 -0.02 -0.09 0.06
H -0.743 -0.672 -0.445 -0.21 0.69 0.30
H -1.054 -2.883 7.624 -0.87 -0.04 -0.56
H 1.623 2.182 -3.684 -0.02 -0.08 0.06
H -5.619 -2.827 5.662 -0.28 -0.91 -0.36
H 1.886 -2.214 -0.344 0.29 -0.74 0.63
H 4.092 0.697 -4.111 -0.02 0.11 -0.10
H 0.745 6.568 -8.532 -0.02 -0.09 0.07
H 2.516 -1.287 2.119 -1.07 -0.12 -0.08
H 1.228 5.099 -6.740 0.10 -0.04 -0.01
H -3.856 -2.432 -1.514 0.40 -0.55 0.75
H -3.243 -0.857 0.358 0.25 -0.76 0.52
H -0.557 -4.017 4.232 0.39 0.96 0.50
H 1.638 6.710 -6.177 0.10 0.12 -0.05
H 5.832 1.532 -0.797 -0.12 -0.07 0.07
```
Positions in Å, forces in eV/Å.